[1]
Entry from OMol25: C38H57O2Si as an isolated structure (ωB97M-V/def2-TZVPD).

XYZ file:
```
98
Properties=species:S:1:pos:R:3:forces:R:3
C -6.102 6.297 0.063 -0.020 0.087 -0.076
C -4.824 5.953 -0.690 -0.284 0.070 0.204
C -4.107 4.735 -0.111 -0.080 0.370 -0.298
C -2.870 4.530 -0.974 0.259 -0.275 -0.010
C -1.962 3.388 -0.515 -0.164 -0.050 0.059
C -0.665 3.355 -1.378 0.239 0.894 0.186
Si 0.719 2.437 -0.526 -0.602 -3.814 -0.445
C 1.941 1.369 -1.503 -0.475 0.688 0.441
C 2.965 2.545 -1.580 -0.084 -0.484 -0.075
C 4.198 2.177 -2.405 -0.093 0.680 0.416
C 5.042 3.434 -2.312 0.584 -0.210 -0.401
C 6.328 3.291 -3.087 0.375 0.467 -0.009
C 7.157 4.570 -2.958 0.210 -0.101 -0.162
C 0.642 1.954 1.312 0.323 1.085 0.387
C 1.460 0.747 1.902 0.301 0.059 -0.580
C 2.876 1.106 2.373 -0.186 -0.066 -0.028
C 2.827 2.132 3.508 0.102 -0.272 -0.172
C 4.208 2.634 3.920 -0.367 0.099 0.169
C 4.070 3.743 4.971 0.308 -0.097 -0.068
H -1.712 -1.667 -0.408 0.683 0.860 -0.209
H -6.574 7.179 -0.391 -0.026 -0.245 0.241
H -6.805 5.453 0.022 0.095 0.293 0.065
H -5.877 6.518 1.116 -0.162 -0.037 -0.263
H -5.056 5.754 -1.748 0.072 0.111 0.234
H -4.135 6.811 -0.662 -0.168 -0.156 -0.073
H -3.853 4.920 0.945 0.010 -0.122 -0.275
H -4.782 3.865 -0.156 0.300 0.150 0.069
H -3.220 4.320 -1.999 0.262 0.113 0.202
H -2.282 5.465 -1.016 -0.248 -0.283 0.051
H -1.755 3.483 0.565 0.009 0.054 -0.398
H -2.534 2.445 -0.648 0.549 0.309 0.151
H -0.944 2.960 -2.370 0.684 -0.175 0.304
H -0.270 4.386 -1.592 -0.549 -0.555 0.279
H 2.369 0.505 -0.953 -0.313 0.678 -0.078
H 1.709 1.012 -2.525 -0.243 0.459 0.556
H 2.543 3.463 -2.050 -0.070 -0.434 0.148
H 3.338 2.861 -0.582 -0.285 -0.248 -0.233
H 4.723 1.309 -1.962 -0.308 0.334 -0.225
H 3.926 1.951 -3.453 0.064 0.032 0.515
H 4.473 4.295 -2.706 0.152 -0.221 0.152
H 5.279 3.648 -1.255 -0.112 -0.033 -0.289
H 6.892 2.431 -2.696 -0.086 0.160 -0.187
H 6.092 3.096 -4.144 0.147 -0.032 0.214
H 8.097 4.466 -3.518 -0.218 0.236 0.224
H 6.596 5.433 -3.351 0.249 -0.251 0.078
H 7.388 4.773 -1.900 0.015 -0.053 -0.359
H 0.966 2.949 1.739 -0.294 -0.885 0.271
H -0.389 1.816 1.690 0.150 0.485 -0.753
H 0.929 0.311 2.765 -0.116 0.378 -0.432
H 1.509 -0.046 1.142 -0.054 0.083 0.202
H 3.380 0.191 2.741 -0.212 0.373 -0.292
H 3.463 1.478 1.514 -0.033 -0.008 0.283
H 2.201 2.987 3.203 0.245 -0.159 0.263
H 2.329 1.650 4.373 0.150 0.324 -0.298
H 4.779 1.782 4.326 -0.028 0.368 -0.184
H 4.741 3.025 3.034 -0.106 -0.214 0.320
H 5.069 4.081 5.270 -0.278 0.079 0.102
H 3.519 4.604 4.558 0.176 -0.279 0.187
H 3.538 3.376 5.864 0.186 0.166 -0.290
C -4.829 -2.491 5.559 0.003 0.620 -0.446
O -5.008 -1.510 4.502 0.350 -0.403 0.717
C -4.201 -1.657 3.420 0.058 -1.013 -0.878
C -4.603 -0.976 2.236 0.814 -0.377 0.513
C -3.955 -1.289 1.047 -0.248 -0.457 0.445
C -3.027 -2.348 0.979 0.451 0.093 0.448
C -2.335 -2.530 -0.339 -0.854 -0.161 -0.688
C -1.439 -3.682 -0.746 -0.222 -0.100 0.172
C -0.676 -3.393 -1.893 0.213 -0.283 0.249
C 0.202 -4.332 -2.401 -0.299 -0.544 0.609
C 0.268 -5.603 -1.783 -0.394 -0.258 -0.662
O 1.050 -6.520 -2.486 0.087 -0.396 0.160
C 0.465 -7.747 -2.835 -0.142 0.037 0.044
C 0.223 -8.015 -4.193 -0.153 0.155 0.553
C -0.466 -9.181 -4.546 0.302 0.065 0.304
C -0.916 -10.051 -3.541 -0.016 0.108 0.020
C -0.664 -9.774 -2.191 0.498 0.085 -0.193
C 0.118 -8.665 -1.841 -0.431 0.012 -0.349
C -0.494 -5.932 -0.647 0.519 0.572 -0.399
C -1.340 -4.938 -0.129 0.080 0.050 -0.369
C -2.591 -2.975 2.145 -0.387 0.501 0.454
C -3.137 -2.598 3.391 -0.560 0.327 -0.274
H -5.599 -2.258 6.292 0.114 -0.050 -0.033
H -4.952 -3.520 5.184 -0.003 0.395 -0.011
H -3.831 -2.383 6.002 -0.299 -0.034 0.078
H -5.396 -0.230 2.301 0.201 -0.249 -0.049
H -4.196 -0.765 0.119 -0.102 -0.105 0.274
H -3.083 -2.358 -1.146 0.294 -0.324 0.368
H -0.810 -2.421 -2.397 0.159 -0.530 0.325
H 0.808 -4.134 -3.283 -0.150 -0.183 0.141
H 0.547 -7.283 -4.935 -0.129 -0.265 0.205
H -0.642 -9.393 -5.607 0.021 0.015 0.531
H -1.445 -10.965 -3.814 0.032 0.336 0.081
H -1.052 -10.421 -1.398 0.267 0.082 -0.399
H 0.420 -8.471 -0.810 -0.175 -0.239 -0.418
H -0.408 -6.919 -0.162 -0.221 0.934 -0.418
H -1.943 -5.204 0.741 0.116 0.236 -0.340
H -1.826 -3.754 2.076 -0.261 0.467 0.260
H -2.801 -3.048 4.339 -0.173 0.100 -0.831
```
Forces are in eV/Å.

total energy: -52295.0990 eV
strongest force on any atom: 3.887 eV Å⁻¹
Kohn-Sham gap: 5.12 eV
HOMO: -9.9 eV
net charge: +1

***

[2]
Entry from OMol25: C38H53BrNP3Pt as an isolated structure (ωB97M-V/def2-TZVPD).

XYZ file:
```
97
Properties=species:S:1:pos:R:3:forces:R:3
N -5.445 -1.624 3.283 0.130 0.075 0.285
C -4.565 -0.745 3.780 -0.112 0.183 -0.485
C -4.082 0.337 3.035 -0.255 -0.261 -0.457
C -4.532 0.503 1.705 -0.793 -1.100 0.674
C -5.493 -0.408 1.211 0.229 -0.194 0.743
C -5.916 -1.450 2.045 0.242 0.509 -0.138
C -3.890 1.458 0.839 -0.362 0.600 -1.580
Pt 0.809 0.263 -0.791 -0.195 0.704 -0.010
P 2.773 0.684 -2.028 -0.077 -1.683 1.044
C -4.106 1.568 -0.505 -0.675 0.127 1.369
C -3.102 2.178 -1.344 0.458 1.162 -0.399
C -2.866 1.695 -2.650 0.305 0.024 0.622
C -1.626 1.929 -3.237 0.207 0.154 0.574
C -0.691 2.668 -2.507 0.512 0.836 -1.016
C -1.028 3.438 -1.388 -0.086 -0.563 -0.138
C -2.272 3.193 -0.808 0.403 -0.478 -0.439
Br 1.048 3.001 -3.399 -1.627 0.694 0.057
H -3.147 2.087 1.317 0.410 -0.318 -0.169
H -5.006 1.176 -0.993 0.556 -0.383 0.212
H -3.339 1.017 3.458 -0.206 -0.127 -0.110
H -5.871 -0.350 0.192 0.065 0.025 0.274
H -4.217 -0.903 4.810 -0.237 -0.018 -0.469
H -6.652 -2.182 1.691 0.303 0.276 0.174
H -3.623 1.089 -3.143 0.227 0.006 0.099
H -2.585 3.725 0.093 0.146 -0.210 -0.333
H -1.345 1.533 -4.206 -0.204 0.085 0.048
H -0.307 4.142 -0.971 -0.326 -0.072 -0.161
P -0.324 -1.681 -0.994 -0.250 -1.977 -0.673
C 3.306 2.316 -1.363 -0.235 0.694 -0.348
C 4.398 3.085 -2.108 0.212 0.212 0.080
H 3.587 2.176 -0.307 0.039 -0.490 -0.445
H 2.383 2.919 -1.348 0.574 -0.235 0.179
H 4.576 4.018 -1.559 0.007 -0.157 -0.194
H 5.345 2.537 -2.147 -0.313 0.232 -0.060
H 4.096 3.351 -3.125 0.030 -0.058 0.125
C 2.339 0.120 -3.736 -0.432 0.782 -0.426
C 3.418 0.396 -4.783 0.258 -0.111 -0.461
H 1.415 0.638 -4.030 0.394 -0.348 0.187
H 2.076 -0.949 -3.683 0.371 0.334 0.373
H 2.943 0.477 -5.768 0.145 -0.013 0.168
H 3.948 1.338 -4.594 -0.123 -0.203 -0.117
H 4.154 -0.417 -4.849 -0.159 0.298 0.124
C 4.123 -0.492 -1.633 -0.304 -0.152 0.202
C 5.517 -0.041 -2.092 0.293 -0.156 0.024
H 3.831 -1.442 -2.114 0.132 0.307 0.196
H 4.104 -0.667 -0.546 0.129 -0.026 -0.372
H 6.191 -0.909 -2.078 -0.157 0.300 -0.005
H 5.515 0.363 -3.116 0.047 -0.143 0.427
H 5.931 0.712 -1.407 -0.104 -0.263 -0.266
C 0.347 -3.148 -0.094 -0.234 0.222 0.275
C 1.821 -3.462 -0.360 0.101 -0.053 0.008
H -0.282 -3.997 -0.415 0.192 0.309 0.127
H 0.153 -2.984 0.979 0.114 -0.203 -0.433
H 2.132 -4.319 0.259 -0.110 0.346 -0.214
H 1.994 -3.744 -1.408 -0.024 0.126 0.261
H 2.471 -2.610 -0.110 -0.176 -0.227 -0.071
C -0.374 -2.372 -2.699 0.097 -0.133 0.094
C -1.168 -1.559 -3.720 -0.092 0.075 -0.331
H -0.804 -3.383 -2.585 0.210 0.311 -0.103
H 0.674 -2.502 -3.019 -0.387 -0.001 0.155
H -0.781 -1.752 -4.730 -0.164 0.052 0.229
H -2.232 -1.839 -3.726 0.325 0.116 0.056
H -1.107 -0.478 -3.538 0.058 -0.355 -0.012
C -2.082 -1.475 -0.505 -0.174 0.333 -0.122
C -2.640 -2.488 0.498 -0.168 -0.215 0.390
H -2.656 -1.522 -1.447 0.267 0.112 0.255
H -2.184 -0.441 -0.135 -0.157 -0.355 -0.064
H -3.729 -2.552 0.390 0.250 0.086 0.011
H -2.246 -3.503 0.364 -0.125 0.290 -0.037
H -2.439 -2.186 1.535 -0.041 -0.120 -0.371
C 2.816 0.699 1.843 0.225 -0.046 -0.004
P 1.083 0.268 1.500 0.361 0.059 2.128
C 0.840 -1.233 2.536 -0.094 -0.186 -0.280
C -0.434 -1.520 3.063 0.271 -0.217 -0.081
C -0.653 -2.723 3.741 0.081 0.362 -0.006
C 0.403 -3.615 3.932 -0.045 -0.094 -0.067
C 1.679 -3.317 3.454 0.127 0.267 -0.047
C 1.904 -2.122 2.766 -0.299 0.042 -0.025
C 0.169 1.513 2.487 0.128 0.307 -0.090
C -0.282 2.637 1.800 -0.372 0.094 0.046
C -0.979 3.652 2.466 0.299 -0.215 0.162
C -1.177 3.552 3.847 -0.036 0.096 -0.306
C -0.681 2.454 4.554 0.174 -0.108 -0.095
C 0.013 1.444 3.885 -0.166 -0.048 -0.124
H 3.503 0.186 1.159 -0.155 0.165 0.260
H 3.036 0.398 2.874 0.066 0.292 -0.193
H 2.913 1.785 1.723 0.076 -0.285 0.124
H -1.232 -0.781 2.974 0.061 -0.305 -0.109
H -1.644 -2.947 4.142 0.324 0.069 -0.114
H 0.233 -4.547 4.471 0.040 0.252 -0.156
H 2.510 -4.005 3.628 -0.284 0.222 -0.021
H 2.906 -1.865 2.423 -0.209 -0.233 0.015
H -0.111 2.686 0.723 -0.130 0.076 0.360
H -1.350 4.515 1.913 0.128 -0.190 0.213
H -1.710 4.350 4.367 0.125 -0.279 -0.098
H -0.833 2.383 5.635 0.114 0.049 -0.413
H 0.413 0.599 4.449 -0.169 0.254 -0.170
```
Forces are in eV/Å.

total energy: -142897.7218 eV
strongest force on any atom: 2.159 eV Å⁻¹
Kohn-Sham gap (spin up / spin down): 7.25 / 4.96 eV
⟨S²⟩: 2.006
2S+1: 3
HOMO (spin up / spin down): -12.9 / -12.9 eV
net charge: +2

***

[3]
Entry from OMol25: C33H42CaN7O4S2 as an isolated structure (ωB97M-V/def2-TZVPD).

XYZ file:
```
89
Properties=species:S:1:pos:R:3:forces:R:3
Ca -0.145 0.675 -2.071 0.074 -0.910 2.181
O -1.649 1.401 -5.526 -0.064 0.248 0.130
S -1.568 1.734 -4.113 -0.231 -0.117 -0.549
O -2.430 2.830 -3.671 0.143 0.019 -0.269
O -1.901 0.497 -3.286 -0.769 0.282 -0.396
O -0.121 2.015 -3.720 -0.401 0.544 -0.700
C 1.760 1.440 3.206 -0.054 0.031 0.000
C 0.670 0.550 2.607 -0.012 0.032 -0.193
C 1.005 -0.910 2.770 -0.098 0.139 0.253
C 0.857 -1.500 4.017 -0.072 0.022 0.007
C 1.179 -2.830 4.226 0.023 0.010 -0.056
C 1.667 -3.569 3.164 0.002 0.054 0.015
C 1.847 -3.010 1.901 -0.020 -0.087 0.042
C 2.375 -3.928 0.821 -0.037 0.052 -0.101
C 3.855 -4.273 0.993 -0.006 0.004 0.016
C 1.505 -1.660 1.701 0.057 -0.057 -0.268
N 1.573 -1.043 0.434 0.200 -0.167 -0.119
C 2.734 -0.967 -0.117 -0.037 0.030 0.081
C 3.015 -0.463 -1.421 -0.116 -0.090 0.201
C 4.296 -0.312 -1.960 0.060 0.047 -0.141
C 4.118 0.266 -3.219 0.090 -0.036 0.062
C 2.737 0.430 -3.368 -0.055 0.041 -0.075
N 2.061 -0.005 -2.290 0.747 -0.024 -0.080
H 1.454 2.486 3.233 -0.011 0.054 -0.057
H 2.675 1.372 2.619 0.094 -0.023 -0.058
H 1.996 1.132 4.225 -0.005 -0.003 0.039
H 0.546 0.779 1.544 -0.013 -0.038 0.173
H -0.283 0.754 3.099 -0.056 0.005 0.071
H 0.468 -0.901 4.832 -0.018 0.028 0.054
H 1.041 -3.285 5.197 -0.009 -0.029 0.057
H 1.913 -4.615 3.303 0.008 -0.058 0.018
H 2.214 -3.499 -0.167 0.049 -0.005 0.063
H 1.797 -4.857 0.856 -0.010 0.030 -0.011
H 4.489 -3.404 0.823 0.020 0.088 -0.001
H 4.158 -5.049 0.291 0.008 -0.033 -0.053
H 4.055 -4.632 2.003 0.006 -0.031 0.037
H 3.626 -1.284 0.442 -0.051 -0.051 0.000
H 5.221 -0.594 -1.484 0.090 -0.027 0.041
H 4.876 0.534 -3.935 0.057 0.005 -0.055
H 2.205 0.859 -4.205 -0.046 0.056 -0.026
C -2.162 -1.211 0.971 0.251 -0.118 0.145
N -2.210 -1.198 -0.478 0.047 -0.023 -0.196
C -3.574 -0.891 -0.889 -0.120 0.027 -0.004
C -1.805 -2.511 -0.980 -0.158 -0.145 0.107
C -1.627 -2.581 -2.489 0.000 -0.090 0.199
N -0.362 -1.997 -2.895 0.213 0.223 -0.316
C -0.323 -1.843 -4.349 -0.021 -0.111 -0.072
C 0.747 -2.836 -2.482 0.052 -0.179 0.054
H -2.853 -1.963 1.395 0.015 0.027 0.008
H -2.443 -0.234 1.363 -0.016 0.082 0.014
H -1.151 -1.447 1.309 -0.076 0.023 -0.007
H -4.257 -1.725 -0.634 0.044 0.044 -0.024
H -3.637 -0.668 -1.950 0.090 0.010 -0.065
H -3.906 -0.006 -0.352 -0.043 0.075 -0.025
H -2.545 -3.274 -0.662 0.032 0.088 -0.044
H -0.860 -2.775 -0.499 -0.139 0.039 0.048
H -2.434 -2.062 -3.003 0.021 0.119 0.002
H -1.669 -3.642 -2.810 -0.014 0.095 0.082
H -0.488 -2.814 -4.849 0.044 0.019 0.011
H 0.659 -1.472 -4.643 0.013 0.046 -0.013
H -1.077 -1.132 -4.676 -0.047 0.022 0.013
H 0.636 -3.868 -2.865 0.007 0.040 0.006
H 0.812 -2.869 -1.397 0.050 -0.004 -0.097
H 1.677 -2.417 -2.856 0.046 -0.001 -0.009
N -1.876 3.936 1.267 0.090 0.205 -0.074
C -3.177 3.504 1.577 -0.246 -0.154 -0.007
C -3.686 3.663 2.854 0.059 -0.019 0.045
C -4.975 3.244 3.149 -0.081 -0.033 -0.023
C -5.747 2.634 2.174 0.018 0.039 0.079
C -5.227 2.448 0.900 0.146 0.071 0.134
C -3.956 2.904 0.583 0.046 0.076 0.434
S -3.343 2.774 -1.048 0.133 -0.010 -0.444
N -1.675 2.692 -0.734 0.072 -0.192 -0.100
C -1.165 3.299 0.257 0.094 -0.013 -0.007
C 0.326 3.421 0.306 -0.313 -0.005 0.023
C 0.951 4.456 0.990 -0.050 0.017 0.014
C 2.333 4.540 0.944 0.103 -0.133 -0.082
C 3.031 3.595 0.215 -0.054 0.053 -0.006
C 2.315 2.610 -0.460 0.173 0.259 0.040
N 0.993 2.524 -0.415 0.069 -0.210 -0.011
H -1.328 4.206 2.071 -0.045 -0.059 -0.098
H -3.072 4.125 3.619 0.013 0.011 0.024
H -5.367 3.386 4.146 -0.033 0.008 0.070
H -6.747 2.294 2.402 -0.059 -0.011 0.021
H -5.813 1.958 0.139 -0.078 -0.074 -0.140
H 0.386 5.218 1.511 -0.045 -0.066 -0.014
H 2.847 5.340 1.461 0.030 0.005 -0.002
H 4.108 3.618 0.135 0.034 0.007 0.017
H 2.821 1.882 -1.074 0.094 -0.109 -0.043
```
Forces are in eV/Å.

total energy: -93639.1989 eV
strongest force on any atom: 2.364 eV Å⁻¹
Kohn-Sham gap: 7.12 eV
HOMO: -5.0 eV
net charge: -1